Entry 1:
{"formula": "C6H9ClN2", "method": "ωB97M-V/def2-TZVPD", "s_squared": 2.01, "multiplicity": 3, "relative_energy_kcal_mol": 21.7, "total_charge": 0, "homo_lumo_gap_ev": [6.48, 7.38], "elements": ["C", "C", "C", "C", "C", "C", "N", "N", "Cl", "H", "H", "H", "H", "H", "H", "H", "H", "H"], "positions_angstrom": [[0.83, 1.73, 0.34], [0.15, -0.98, 0.07], [1.24, 0.93, 1.46], [0.98, -0.62, 1.21], [-0.86, 0.23, -0.46], [-1.64, -0.26, -1.66], [0.01, 1.39, -0.60], [0.23, -2.09, -0.58], [-1.99, 0.32, 0.85], [1.38, 2.66, -0.01], [2.27, 0.93, 1.72], [0.68, 1.30, 2.29], [0.66, -1.10, 2.12], [1.95, -1.16, 0.88], [-2.10, 0.65, -2.20], [-2.40, -0.93, -1.54], [-1.01, -0.75, -2.47], [-0.37, -2.25, -1.43]], "lowdin_spin": [0.580, 0.070, 0.139, 0.012, 0.124, 0.008, 0.822, 0.065, 0.060, 0.056, 0.010, 0.039, 0.001, 0.004, 0.002, 0.000, 0.001, 0.006]}

=====

Entry 2:
{"formula": "C39H55BF24NO24P", "method": "ωB97M-V/def2-TZVPD", "smiles": "CCCCN[C@H]1OC(=O)O[C@@]1(B(O)O)P(=O)(O)O.CCOC(=O)C(F)(F)F.CCOC(=O)C(F)(F)F.CCOC(=O)C(F)(F)F.CCOC(=O)C(F)(F)F.CCOC(=O)C(F)(F)F.CCOC(=O)C(F)(F)F.CCOC(=O)C(F)(F)F.CCOC(=O)C(F)(F)F", "total_charge": 0, "homo_lumo_gap_ev": 9.68, "elements": ["C", "C", "C", "C", "N", "C", "O", "C", "O", "O", "C", "B", "O", "O", "P", "O", "O", "O", "H", "H", "H", "H", "H", "H", "H", "H", "H", "H", "H", "H", "H", "H", "H", "C", "C", "O", "C", "O", "C", "F", "F", "F", "H", "H", "H", "H", "H", "C", "C", "O", "C", "O", "C", "F", "F", "F", "H", "H", "H", "H", "H", "C", "C", "O", "C", "O", "C", "F", "F", "F", "H", "H", "H", "H", "H", "C", "C", "O", "C", "O", "C", "F", "F", "F", "H", "H", "H", "H", "H", "C", "C", "O", "C", "O", "C", "F", "F", "F", "H", "H", "H", "H", "H", "C", "C", "O", "C", "O", "C", "F", "F", "F", "H", "H", "H", "H", "H", "C", "C", "O", "C", "O", "C", "F", "F", "F", "H", "H", "H", "H", "H", "C", "C", "O", "C", "O", "C", "F", "F", "F", "H", "H", "H", "H", "H"], "positions_angstrom": [[-0.17, -0.80, 4.38], [-1.67, -0.49, 4.27], [-1.97, 0.97, 3.92], [-3.28, 1.52, 4.48], [-4.46, 1.20, 3.65], [-5.32, 0.12, 4.11], [-4.67, -0.93, 4.83], [-4.95, -0.79, 6.16], [-4.52, -1.45, 7.03], [-5.80, 0.27, 6.35], [-6.47, 0.39, 5.07], [-7.45, -0.91, 5.02], [-8.03, -1.43, 6.13], [-7.73, -1.50, 3.82], [-7.64, 1.73, 4.82], [-8.79, 1.42, 5.67], [-7.07, 3.16, 5.21], [-8.16, 1.75, 3.32], [0.40, -0.11, 3.79], [-0.01, -1.82, 4.04], [0.11, -0.80, 5.44], [-2.13, -0.70, 5.24], [-2.19, -1.13, 3.56], [-1.18, 1.60, 4.33], [-1.98, 1.13, 2.84], [-3.17, 2.61, 4.45], [-3.40, 1.28, 5.54], [-5.03, 2.04, 3.55], [-5.71, -0.32, 3.20], [-8.07, -0.74, 6.81], [-8.09, -2.38, 3.95], [-7.07, 3.73, 4.42], [-8.45, 0.85, 3.08], [4.85, -2.79, -0.12], [4.73, -1.45, 0.57], [3.40, -0.91, 0.46], [2.52, -1.39, 1.32], [2.71, -2.22, 2.16], [1.17, -0.68, 1.12], [0.83, -0.60, -0.18], [1.21, 0.57, 1.59], [0.19, -1.32, 1.75], [4.53, -2.71, -1.16], [5.88, -3.14, -0.10], [4.22, -3.54, 0.35], [5.39, -0.73, 0.09], [5.03, -1.51, 1.62], [7.08, -5.78, -5.91], [7.72, -6.22, -4.61], [8.33, -5.12, -3.91], [7.55, -4.33, -3.19], [6.37, -4.43, -3.04], [8.40, -3.25, -2.51], [9.27, -2.70, -3.35], [9.10, -3.78, -1.49], [7.64, -2.28, -2.01], [7.81, -5.26, -6.53], [6.70, -6.64, -6.46], [6.26, -5.09, -5.74], [8.52, -6.93, -4.81], [7.00, -6.72, -3.96], [10.85, -2.26, -10.24], [9.71, -2.90, -11.00], [9.62, -4.30, -10.71], [9.00, -4.62, -9.58], [8.52, -3.87, -8.80], [8.94, -6.15, -9.43], [10.11, -6.73, -9.70], [8.03, -6.68, -10.26], [8.60, -6.49, -8.18], [11.79, -2.78, -10.43], [10.96, -1.21, -10.53], [10.67, -2.30, -9.16], [9.90, -2.83, -12.07], [8.77, -2.40, -10.80], [1.78, 2.19, 7.00], [2.42, 3.23, 6.09], [3.62, 2.73, 5.48], [3.45, 1.94, 4.43], [2.40, 1.62, 3.95], [4.81, 1.52, 3.86], [5.66, 1.12, 4.83], [5.40, 2.53, 3.21], [4.68, 0.51, 3.01], [2.50, 1.85, 7.74], [0.92, 2.62, 7.51], [1.46, 1.32, 6.43], [2.72, 4.10, 6.67], [1.72, 3.57, 5.32], [2.76, -1.56, -12.32], [2.73, -1.80, -10.83], [3.56, -2.93, -10.47], [4.86, -2.70, -10.39], [5.41, -1.66, -10.59], [5.59, -3.98, -9.95], [5.16, -5.05, -10.63], [5.39, -4.23, -8.65], [6.90, -3.88, -10.16], [2.47, -2.46, -12.86], [2.06, -0.76, -12.58], [3.75, -1.28, -12.65], [1.72, -2.06, -10.51], [3.03, -0.92, -10.27], [-10.07, 3.97, 6.80], [-11.02, 3.34, 7.79], [-11.06, 4.07, 9.03], [-11.81, 5.16, 9.04], [-12.46, 5.59, 8.13], [-11.78, 5.80, 10.44], [-10.53, 5.87, 10.92], [-12.50, 5.08, 11.31], [-12.27, 7.03, 10.42], [-9.07, 4.07, 7.25], [-9.99, 3.36, 5.91], [-10.40, 4.97, 6.52], [-10.68, 2.34, 8.04], [-12.02, 3.25, 7.37], [-0.75, -3.37, -4.93], [0.56, -3.10, -5.63], [0.36, -2.28, -6.81], [0.24, -0.98, -6.61], [0.28, -0.41, -5.56], [0.07, -0.27, -7.96], [-0.82, -0.90, -8.74], [1.23, -0.24, -8.63], [-0.35, 0.98, -7.81], [-1.47, -3.81, -5.62], [-0.60, -4.04, -4.09], [-1.19, -2.45, -4.55], [1.00, -4.03, -5.99], [1.29, -2.63, -4.97], [-5.73, 7.96, 7.93], [-5.12, 8.57, 6.68], [-4.94, 7.59, 5.65], [-6.01, 7.28, 4.94], [-7.11, 7.73, 5.07], [-5.63, 6.25, 3.86], [-4.88, 5.25, 4.35], [-4.95, 6.82, 2.87], [-6.72, 5.68, 3.32], [-5.13, 7.12, 8.27], [-5.79, 8.69, 8.72], [-6.73, 7.58, 7.73], [-4.13, 8.97, 6.90], [-5.73, 9.40, 6.31]], "lowdin_charge": [-0.099, -0.242, -0.187, -0.195, 0.047, -0.279, 0.113, -0.551, 0.219, 0.094, -0.269, -0.673, 0.219, 0.194, 0.484, -0.233, -0.072, -0.061, 0.035, 0.067, 0.072, 0.092, 0.105, 0.107, 0.115, 0.110, 0.119, 0.096, 0.157, 0.123, 0.132, 0.069, 0.099, -0.057, -0.199, 0.038, -0.402, 0.171, -0.540, 0.164, 0.160, 0.152, 0.084, 0.075, 0.080, 0.127, 0.113, -0.065, -0.178, 0.040, -0.400, 0.164, -0.546, 0.170, 0.165, 0.161, 0.060, 0.086, 0.081, 0.126, 0.125, -0.056, -0.189, 0.043, -0.422, 0.151, -0.527, 0.170, 0.169, 0.148, 0.083, 0.084, 0.078, 0.127, 0.118, -0.054, -0.191, 0.040, -0.389, 0.163, -0.533, 0.170, 0.170, 0.169, 0.085, 0.084, 0.065, 0.124, 0.124, -0.054, -0.198, 0.043, -0.393, 0.172, -0.514, 0.174, 0.175, 0.136, 0.085, 0.085, 0.078, 0.119, 0.117, -0.070, -0.182, 0.037, -0.407, 0.168, -0.545, 0.161, 0.164, 0.170, 0.083, 0.054, 0.081, 0.125, 0.127, -0.059, -0.191, 0.031, -0.402, 0.178, -0.539, 0.163, 0.154, 0.179, 0.084, 0.084, 0.078, 0.125, 0.127, -0.057, -0.189, 0.038, -0.404, 0.179, -0.534, 0.159, 0.180, 0.156, 0.085, 0.085, 0.078, 0.125, 0.127]}

=====

Entry 3:
{"formula": "C17H13BrCeN2O6S5Sb", "method": "ωB97M-V/def2-TZVPD", "s_squared": 0.76, "multiplicity": 2, "relative_energy_kcal_mol": 38.7, "total_charge": 0, "homo_lumo_gap_ev": [6.27, 3.92], "elements": ["Ce", "S", "Sb", "S", "S", "O", "C", "C", "C", "C", "C", "C", "C", "O", "N", "N", "C", "S", "C", "C", "S", "H", "H", "H", "H", "H", "H", "H", "H", "H", "O", "O", "Br", "C", "C", "C", "C", "C", "C", "C", "O", "O", "H", "H", "H", "H"], "positions_angstrom": [[-0.88, -1.67, 0.22], [-3.77, -5.16, 1.57], [-3.11, -3.35, 2.73], [-2.59, -0.22, 1.60], [-3.54, -1.84, 0.71], [1.96, 3.58, 2.16], [2.19, 3.25, 0.87], [2.88, 4.20, 0.09], [2.95, 4.05, -1.29], [2.42, 2.96, -1.91], [1.72, 1.95, -1.19], [1.70, 2.03, 0.25], [0.97, 1.06, 0.97], [0.82, -0.10, 0.46], [0.46, 1.34, 2.17], [0.04, 0.33, 2.85], [-0.09, 0.53, 4.16], [0.31, 2.12, 4.79], [-0.38, 1.97, 6.42], [-1.06, 0.64, 6.66], [-0.86, -0.62, 5.23], [1.23, 2.95, 2.52], [3.18, 5.16, 0.57], [3.43, 4.86, -1.85], [2.41, 2.83, -2.98], [1.21, 1.23, -1.74], [-1.19, 2.79, 6.39], [0.37, 2.21, 7.18], [-2.20, 0.63, 6.76], [-0.74, 0.10, 7.57], [-0.72, -3.71, 0.95], [-1.07, -2.81, 2.05], [-2.25, -4.92, -6.40], [-1.11, -3.59, -5.76], [-0.15, -2.95, -6.57], [0.52, -1.87, -5.99], [0.20, -1.40, -4.71], [-0.78, -1.99, -3.99], [-1.40, -3.16, -4.52], [-0.97, -1.60, -2.58], [-1.00, -0.43, -2.13], [-1.15, -2.67, -1.84], [0.09, -3.14, -7.57], [1.30, -1.33, -6.60], [0.74, -0.49, -4.40], [-2.09, -3.74, -3.90]], "lowdin_spin": [0.005, 0.002, 0.002, 0.031, 0.008, 0.009, 0.016, -0.003, 0.016, 0.001, 0.014, 0.010, 0.057, 0.069, 0.258, 0.176, 0.129, 0.073, 0.009, 0.009, 0.100, 0.002, 0.000, 0.001, 0.000, 0.001, 0.003, 0.001, 0.002, 0.001, 0.000, -0.001, 0.000, 0.000, 0.000, 0.000, 0.000, 0.000, 0.000, 0.000, 0.000, 0.000, 0.000, 0.000, 0.000, 0.000]}